one | The following is a quantum chemistry calculation of a 2-piece molecular cluster, C2H7O overall, from OMol25.

Element x y z (Å)
H (2.821, -1.081, 1.371)
H (0.813, -0.655, -0.431)
C (-1.295, 0.292, 0.152)
H (0.539, 0.945, -0.661)
H (-2.198, -0.074, -0.348)
C (-0.041, 0.012, -0.661)
H (-0.299, -0.099, -1.726)
O (2.409, -0.476, 0.746)
H (-1.399, 1.343, 0.429)
H (-1.349, -0.207, 1.129)

Results
* LUMO level: 0.1659 hartree
* Kohn-Sham gap: 0.24713 Ha
* multiplicity: 1
* total charge: -1

***

two | The following is a quantum chemistry calculation of a 2-piece molecular cluster, C2H7O overall, from OMol25.

Element x y z (Å)
H (2.174, -0.004, -0.640)
H (1.811, -0.711, 0.952)
H (-0.249, 0.529, 1.271)
H (0.591, 1.653, 0.330)
C (0.224, 0.619, 0.280)
H (1.014, -1.229, -0.534)
C (1.355, -0.343, 0.016)
H (-3.580, -0.724, -0.697)
O (-2.667, -0.451, -0.634)
H (-0.672, 0.661, -0.344)

Results
* LUMO level: 0.1611 hartree
* Kohn-Sham gap: 0.23819 Ha
* multiplicity: 1
* total charge: -1

***

two ends up most stable, edging out the next structure by 3.9 kcal/mol.

***

one | The following is a quantum chemistry calculation of one molecule with the formula C7H9N3, from OMol25.

Element x y z (Å)
C (-1.496, -0.219, 0.581)
N (-1.022, 1.566, -0.895)
N (2.773, -0.656, -0.247)
H (0.009, -1.570, 1.615)
H (-1.899, -0.108, 1.543)
C (-0.577, -1.596, 0.625)
H (-0.980, -2.579, 0.596)
H (-2.325, -0.305, -0.088)
H (1.994, 2.427, 0.786)
H (-0.343, 2.499, -1.006)
C (0.558, 0.928, 0.752)
C (1.673, -1.176, -0.346)
C (1.800, 1.378, 0.449)
H (0.151, -1.735, -1.468)
N (-0.590, 0.814, 0.279)
C (2.878, 0.663, -0.042)
C (0.414, -1.614, -0.494)
H (-0.859, 1.160, -1.823)
H (3.905, 1.048, -0.121)

Results
* LUMO level (alpha / beta): 0.0335 / -0.0330 hartree
* ⟨S²⟩: 2.052
* Kohn-Sham gap (alpha / beta): 0.22558 / 0.28188 Ha
* multiplicity: 3
* total charge: 0

***

two | The following is a quantum chemistry calculation of one molecule with the formula C7H9N3, from OMol25.

Element x y z (Å)
N (-0.244, 1.143, -0.063)
H (1.549, 2.183, -1.258)
C (1.948, 1.470, 0.618)
C (0.993, 0.529, -0.080)
N (-1.231, 0.349, -0.096)
H (-3.611, -0.729, 0.808)
H (2.835, 0.664, -1.439)
C (2.494, -1.418, -0.026)
H (1.732, 2.441, 1.023)
H (-3.941, -1.266, -0.714)
C (-3.144, -1.068, -0.098)
H (-2.673, -1.906, 0.303)
H (0.796, -1.364, -1.015)
H (2.589, 1.002, 1.303)
C (1.120, -1.000, 0.012)
C (2.063, 1.262, -0.873)
H (0.498, -1.257, 0.909)
N (3.613, -1.627, -0.121)
C (-2.149, -0.213, -0.649)

Results
* LUMO level (alpha / beta): 0.0336 / -0.0521 hartree
* ⟨S²⟩: 2.008
* Kohn-Sham gap (alpha / beta): 0.26220 / 0.30834 Ha
* multiplicity: 3
* total charge: 0

***

two ends up most stable, edging out the next structure by 25.1 kcal/mol.

***

one | The following is a quantum chemistry calculation of one molecule with the formula C20H20N2O4, from OMol25.

Element x y z (Å)
H (-0.161, 0.653, -4.284)
O (-1.731, 1.647, 2.577)
C (1.406, -0.127, 1.813)
H (3.325, 0.430, -1.820)
C (-1.718, 0.616, -0.431)
O (-0.012, -1.102, -3.193)
C (1.668, 2.232, 1.494)
H (3.256, -2.797, 1.631)
O (-2.651, -2.821, 0.320)
H (3.226, 0.817, 1.147)
C (2.202, 0.953, 1.453)
C (-2.663, 0.643, 2.540)
H (2.740, -1.060, -2.594)
N (-4.365, -0.658, 3.190)
H (1.819, -0.326, -1.282)
C (0.085, 0.084, 2.200)
C (-0.979, 0.464, -1.588)
C (2.442, -0.111, -2.151)
C (0.360, 2.449, 1.868)
C (-1.333, -1.908, -1.454)
C (-3.597, 0.356, 3.546)
H (-0.504, -0.772, 2.489)
C (-0.758, -0.811, -2.096)
C (-2.084, -1.749, -0.305)
H (2.687, 2.514, -2.856)
H (3.838, -1.216, 2.208)
H (-3.730, 0.848, 4.488)
C (-2.262, -0.470, 0.247)
H (-1.881, 1.609, -0.043)
H (1.061, -0.544, -4.765)
H (-0.563, 1.334, -2.066)
N (-3.948, -1.031, 1.988)
C (3.153, -1.718, 1.517)
O (1.810, -1.430, 1.820)
C (-2.925, -0.276, 1.523)
H (2.290, 3.070, 1.220)
H (-0.060, 3.442, 1.897)
H (-2.369, -3.632, -0.119)
H (3.405, -1.440, 0.489)
H (-1.167, -2.892, -1.869)
C (0.598, -0.045, -3.906)
C (-0.444, 1.363, 2.215)
C (1.902, 1.984, -3.368)
C (1.668, 0.702, -3.140)
H (1.325, 2.554, -4.076)
H (-4.355, -1.828, 1.526)

Results
* LUMO level: 0.0207 hartree
* Kohn-Sham gap: 0.31089 Ha
* multiplicity: 1
* total charge: 0
* SMILES string: C=C(C)COc1ccc(-c2[nH]ncc2Oc2cccc(OC)c2)c(O)c1

***

two | The following is a quantum chemistry calculation of one molecule with the formula C20H20N2O4, from OMol25.

Element x y z (Å)
C (1.443, -3.122, 2.150)
H (1.905, -3.814, 2.836)
H (2.132, 0.407, 1.382)
C (-1.160, 3.410, 0.015)
H (4.314, -6.083, -0.066)
C (1.542, -3.355, 0.783)
H (-5.342, 2.529, -1.391)
C (2.720, 1.640, -0.261)
H (3.712, 1.217, -0.307)
C (0.539, 1.694, 0.749)
O (-1.274, 4.526, 0.490)
C (-4.456, 2.148, -0.889)
H (2.814, -6.643, -0.803)
H (-0.214, -0.722, -0.366)
C (-2.203, 1.410, -1.069)
C (2.356, 2.656, -1.129)
C (1.094, 3.216, -1.036)
H (4.108, -5.954, -1.824)
N (-0.402, 1.254, 1.688)
H (-4.769, 1.507, -0.064)
C (1.826, 1.171, 0.684)
C (0.176, -1.126, 1.707)
N (-2.220, 2.703, -0.416)
H (-3.801, 3.586, 0.644)
H (-3.600, 4.155, -1.018)
H (-3.431, 1.902, -2.776)
H (-1.042, 1.965, 2.027)
C (3.601, -5.895, -0.866)
H (0.807, 4.032, -1.682)
C (-0.595, 0.029, 2.254)
C (0.751, -2.019, 2.607)
O (3.241, -3.571, -1.387)
O (-1.406, -0.110, 3.148)
H (0.655, -1.832, 3.665)
C (0.932, -2.498, -0.122)
H (-1.332, 1.313, -1.721)
H (-3.869, 0.361, -2.018)
C (3.016, -4.520, -0.688)
O (2.217, -4.503, 0.396)
H (0.989, -2.692, -1.181)
H (3.058, 3.025, -1.860)
H (-2.177, 0.609, -0.318)
C (0.177, 2.735, -0.113)
C (0.256, -1.385, 0.344)
C (-3.560, 3.270, -0.373)
C (-3.529, 1.376, -1.825)

Results
* LUMO level: 0.0216 hartree
* Kohn-Sham gap: 0.34270 Ha
* multiplicity: 1
* total charge: 0
* SMILES string: CC(=O)Oc1ccc(C(=O)Nc2ccccc2C(=O)N2CCCC2)cc1

***

two ends up most stable, edging out the next structure by 71.8 kcal/mol.

***

one | The following is a quantum chemistry calculation of one molecule with the formula C2H2N4O, from OMol25.

Element x y z (Å)
N (-0.264, -1.150, 0.105)
C (-0.133, 1.251, -0.068)
N (1.691, -0.073, -0.052)
H (-2.322, -0.920, -0.168)
O (-2.121, 0.011, -0.054)
N (1.195, 1.016, 0.066)
N (1.074, -1.177, -0.071)
H (-0.524, 2.234, 0.019)
C (-0.876, 0.130, 0.108)

Results
* LUMO level: -0.0313 hartree
* Kohn-Sham gap: 0.31604 Ha
* multiplicity: 1
* total charge: 0
* SMILES string: Oc1cnnnn1

***

two | The following is a quantum chemistry calculation of one molecule with the formula C2H2N4O, from OMol25.

Element x y z (Å)
N (-0.822, -1.191, -0.303)
H (1.148, -2.083, 0.181)
N (-0.454, 1.520, -0.069)
C (0.539, -1.111, 0.019)
N (-1.475, -0.166, -0.069)
C (0.741, 1.194, -0.081)
O (-2.591, 0.124, 0.157)
H (1.648, 1.817, 0.028)
N (1.267, -0.104, 0.137)

Results
* LUMO level (alpha / beta): -0.0263 / -0.0263 hartree
* Kohn-Sham gap (alpha / beta): 0.33197 / 0.33193 Ha
* multiplicity: 1
* total charge: 0

***

three | The following is a quantum chemistry calculation of one molecule with the formula C2H2N4O, from OMol25.

Element x y z (Å)
O (-3.156, 1.327, -0.790)
N (-1.631, -0.265, -0.994)
H (-0.103, -1.562, -1.334)
C (-0.408, -0.677, -0.791)
H (0.585, 1.419, 1.413)
N (-1.264, 1.439, 0.516)
N (0.464, -0.075, 0.009)
C (-0.052, 0.944, 0.678)
N (-1.992, 0.844, -0.386)

Results
* LUMO level: -0.0356 hartree
* Kohn-Sham gap: 0.34848 Ha
* multiplicity: 1
* total charge: 0
* SMILES string: [O-][n+]1ncncn1

***

three ends up most stable, edging out the next structure by 6.8 kcal/mol.

***

one | The following is a quantum chemistry calculation of C9H10N2OW as an isolated structure, from OMol25.

Element x y z (Å)
C (1.303, 0.431, -1.761)
H (-1.489, 2.554, -0.552)
H (3.182, 0.028, -0.600)
C (-1.014, -0.742, 1.703)
O (2.868, 2.531, 2.792)
C (-1.839, -0.163, 0.712)
C (2.144, 1.913, 2.073)
C (1.538, -1.498, -0.499)
C (-3.137, -0.199, 0.309)
H (-3.541, 0.403, -0.516)
H (-0.398, -2.418, -1.170)
H (-0.892, -0.204, 2.657)
N (-1.073, 1.638, -0.302)
H (-0.685, -0.153, -2.630)
H (-0.733, -1.804, 1.663)
H (2.013, -2.307, 0.049)
H (-3.840, -0.893, 0.795)
C (0.139, -0.392, -1.964)
H (1.514, 1.383, -2.259)
C (2.171, -0.268, -0.857)
C (0.270, -1.561, -1.164)
N (1.392, 1.321, 1.346)
W (0.109, 0.400, 0.176)

Results
* LUMO level (alpha / beta): 0.0146 / -0.0281 hartree
* ⟨S²⟩: 2.011
* Kohn-Sham gap (alpha / beta): 0.24930 / 0.29780 Ha
* multiplicity: 3
* total charge: 0

***

two | The following is a quantum chemistry calculation of C9H10N2OW as an isolated structure, from OMol25.

Element x y z (Å)
H (-3.282, 0.396, -2.306)
C (-2.245, 0.355, -2.635)
H (-0.109, 2.897, -0.863)
O (2.490, -3.378, 1.242)
H (2.229, 2.104, 0.231)
C (0.014, 2.281, 0.038)
C (-1.242, -0.036, -1.771)
C (1.243, 1.867, 0.626)
N (-1.704, -0.427, -0.510)
H (1.674, 0.886, 2.604)
H (-2.635, -0.761, -0.684)
C (-1.075, 1.835, 0.906)
C (0.937, 1.214, 1.866)
W (0.162, 0.011, 0.124)
N (1.077, -1.511, 0.792)
C (-0.481, 1.147, 1.993)
H (0.704, -0.965, -2.309)
H (-1.011, 0.764, 2.847)
H (-2.127, 2.121, 0.790)
C (1.751, -2.478, 1.047)
H (-1.992, 0.644, -3.635)
C (0.234, -0.002, -2.042)
H (0.707, 0.836, -2.593)

Results
* LUMO level (alpha / beta): -0.0100 / -0.0090 hartree
* ⟨S²⟩: 2.015
* Kohn-Sham gap (alpha / beta): 0.24033 / 0.26976 Ha
* multiplicity: 3
* total charge: 0

***

two ends up most stable, edging out the next structure by 15.5 kcal/mol.

***

one | The following is a quantum chemistry calculation of one molecule with the formula C3H2N2, from OMol25.

Element x y z (Å)
H (0.930, 1.021, 1.152)
N (-0.357, 0.510, -0.433)
C (-1.194, 0.773, -1.308)
N (0.685, -2.220, 1.320)
C (0.467, 0.209, 0.628)
H (-1.107, 0.826, -2.365)
C (0.577, -1.118, 1.006)

Results
* LUMO level: -0.0097 hartree
* Kohn-Sham gap: 0.31135 Ha
* multiplicity: 1
* total charge: 0

***

two | The following is a quantum chemistry calculation of one molecule with the formula C3H2N2, from OMol25.

Element x y z (Å)
N (-2.124, -0.624, -0.682)
C (-0.446, -0.439, 0.769)
C (-2.786, -0.143, -1.525)
N (-0.836, -1.061, -0.328)
H (-0.310, -0.491, 1.821)
C (-0.158, 0.420, -0.195)
H (0.025, 0.859, -1.126)

Results
* LUMO level: 0.0231 hartree
* Kohn-Sham gap: 0.39140 Ha
* multiplicity: 1
* total charge: 0

***

three | The following is a quantum chemistry calculation of one molecule with the formula C3H2N2, from OMol25.

Element x y z (Å)
C (0.342, -0.759, -0.262)
H (1.086, -1.342, 0.321)
H (0.229, -1.436, -1.216)
N (-2.013, -0.511, 0.801)
N (1.476, 1.584, -0.343)
C (-0.921, -0.574, 0.351)
C (0.986, 0.545, -0.475)

Results
* LUMO level: 0.0122 hartree
* Kohn-Sham gap: 0.45798 Ha
* multiplicity: 1
* total charge: 0
* SMILES string: N#CCC#N

***

three ends up most stable, edging out the next structure by 46.7 kcal/mol.

***

one | The following is a quantum chemistry calculation of an isolated ion of composition C5H8N3O3 and charge +1, from OMol25.

Element x y z (Å)
H (-2.675, 0.602, -1.229)
H (-3.185, 0.642, 0.612)
N (3.600, 0.398, -0.027)
N (-2.122, -1.053, -0.096)
H (-2.570, -1.375, 0.844)
H (-2.590, -1.611, -0.873)
H (0.100, -1.872, -0.548)
C (1.186, 0.370, 0.153)
O (3.539, 1.528, -0.438)
H (1.581, 1.408, 0.076)
C (2.257, -0.480, -0.164)
H (-1.201, 1.163, 1.475)
O (4.578, -0.125, 0.422)
C (-2.385, 0.377, -0.164)
C (-0.650, -1.170, -0.228)
H (-0.738, 1.938, 0.045)
O (2.446, -1.676, -0.282)
N (-0.068, -0.035, 0.059)
C (-1.104, 0.970, 0.362)

Results
* LUMO level (alpha / beta): -0.1555 / -0.2442 hartree
* ⟨S²⟩: 2.016
* Kohn-Sham gap (alpha / beta): 0.26017 / 0.25068 Ha
* multiplicity: 3
* total charge: +1

***

two | The following is a quantum chemistry calculation of an isolated ion of composition C5H8N3O3 and charge +1, from OMol25.

Element x y z (Å)
C (-2.517, -0.038, 0.118)
H (1.128, -2.544, 0.228)
N (0.653, -1.612, 0.308)
O (-1.297, -2.413, -0.587)
H (3.060, 0.484, 1.316)
C (1.266, -0.433, 0.535)
C (-0.275, 0.982, 0.011)
H (-1.269, 1.366, 1.405)
H (-3.114, -0.968, -0.128)
N (2.580, -0.352, 0.780)
O (-0.392, 1.789, 0.991)
H (1.479, 1.327, -1.282)
H (3.144, -1.173, 0.970)
C (-0.653, -1.498, -0.216)
C (0.389, 1.382, -1.270)
H (-0.017, 2.325, -1.762)
O (-2.948, 0.925, 0.699)
H (-0.055, 0.646, -2.031)
N (-1.161, -0.195, -0.086)

Results
* LUMO level (alpha / beta): -0.1724 / -0.2857 hartree
* ⟨S²⟩: 2.006
* Kohn-Sham gap (alpha / beta): 0.21921 / 0.26916 Ha
* multiplicity: 3
* total charge: +1

***

two ends up most stable, edging out the next structure by 61.1 kcal/mol.